(1)
Formula: C6H14NO6PSTi
Source: the OMol25 dataset
Level of theory: ωB97M-V with the def2-TZVPD basis set

Structure (XYZ):
```
30
Properties=species:S:1:pos:R:3:forces:R:3
C -2.530234 -2.832052 -0.186966 -0.1 0.7 0.5
C -2.652162 -1.206664 -0.378446 -1.5 2.9 5.1
O -2.965015 -0.485707 0.730826 2.2 -4.0 -6.7
N -2.439748 -0.429777 -1.658812 0.6 -1.6 1.2
C -0.987460 -0.362844 -2.076184 0.5 0.2 -1.5
C -0.450215 1.210354 -2.023544 0.8 -0.2 0.7
C -0.935836 2.032955 -0.691238 -0.5 1.2 0.4
C 0.073032 1.796396 0.586546 0.4 -1.4 -3.0
O -0.116970 0.494503 1.251667 0.9 1.3 0.2
S 1.421048 0.155286 1.963382 0.7 -3.5 3.7
O 1.155677 -0.601580 3.286639 0.3 2.7 -4.6
O 2.358256 -0.850066 0.899989 -2.5 2.2 3.0
P 4.038640 -0.354130 0.941595 3.9 -0.5 -1.5
O 4.922335 -1.793294 1.476346 -3.4 2.4 -0.2
O 4.306939 0.981517 2.026449 -1.3 -0.9 -1.1
H -1.601464 -3.283326 -0.759809 -2.1 0.9 1.0
H -3.561216 -3.310282 -0.523095 2.3 0.9 0.5
H -2.401373 -3.018979 0.984208 -0.3 0.5 -2.7
H -3.075912 -0.727777 -2.430238 0.9 0.0 1.0
H -0.920833 -0.679344 -3.225363 0.0 0.6 2.6
H -0.278006 -1.106008 -1.479320 -1.6 1.7 -1.1
H -0.774619 1.840082 -2.964119 0.4 -1.4 2.0
H 0.742892 1.223272 -2.002987 -2.5 -0.1 -0.3
H -0.892515 3.194019 -0.962673 0.1 -2.4 0.8
H -2.034766 1.824920 -0.347240 2.1 0.0 -0.8
H -0.029302 2.638374 1.414404 0.0 0.1 -1.8
H 1.166342 1.805263 0.160709 -1.9 0.6 1.0
H 4.296047 -2.563332 1.339501 0.9 0.8 0.3
H 4.241162 1.838572 1.478939 0.4 -2.0 0.8
Ti -0.074727 2.569647 3.168831 0.1 -1.7 0.4
```
Forces are in eV/Å.

Total charge ... +2

=====

(2)
Formula: C3H8NO
Source: the OMol25 dataset
Level of theory: ωB97M-V with the def2-TZVPD basis set

Structure (XYZ):
```
13
Properties=species:S:1:pos:R:3:forces:R:3
C 1.309079 -0.075998 0.969477 -0.9 1.4 -0.8
C 0.102343 -0.012023 -0.056347 5.9 0.6 2.0
C -0.710380 -1.155244 -0.402276 -2.6 0.5 -3.4
N -0.013528 1.350724 -0.629891 0.8 0.2 0.7
O 1.863922 -0.298373 -0.251766 -3.3 0.2 -1.8
H 1.752153 0.853168 1.388996 -1.0 -0.4 0.4
H 1.324414 -0.924716 1.593767 -0.3 -0.8 1.1
H -0.992146 -1.369576 -1.569414 0.5 1.2 2.8
H -1.590518 -1.224872 0.246080 -0.1 0.1 -0.3
H -0.131344 -1.977365 -0.226722 1.6 -2.3 0.9
H 0.276560 1.292110 -1.566635 0.4 -0.1 -2.1
H 0.668766 2.005356 -0.223721 0.0 -0.4 0.3
H -0.887496 1.848969 -0.630934 -1.1 -0.2 0.4
```
Forces are in eV/Å.

Total charge ... +1

=====

(3)
Formula: C7H11F13LiO6P2
Source: the OMol25 dataset
Level of theory: ωB97M-V with the def2-TZVPD basis set

Structure (XYZ):
```
40
Properties=species:S:1:pos:R:3:forces:R:3
Li -19.754778 -5.036121 -9.529331 -0.1 -0.2 -0.2
P -19.080352 -6.612167 -11.830827 -0.8 -0.6 -0.1
F -19.554184 -8.110980 -12.146734 0.1 0.1 0.0
F -19.181732 -6.235151 -13.385576 0.4 0.1 -0.1
F -20.618646 -6.116774 -11.610014 0.0 -0.2 0.0
F -18.653368 -5.068964 -11.479453 0.2 0.1 0.2
F -19.032836 -6.973529 -10.231546 0.2 0.5 0.0
F -17.522744 -7.027126 -11.952015 -0.2 0.3 -0.1
P -21.489699 -6.230189 -7.319530 -0.6 -1.2 0.4
F -20.240111 -5.291878 -6.899611 0.1 0.6 -0.3
F -21.458220 -5.612027 -8.839248 0.2 0.2 -0.1
F -20.420992 -7.358255 -7.812974 -0.4 0.3 0.5
F -22.710695 -7.208658 -7.719308 0.2 0.3 0.0
F -21.512642 -6.798591 -5.801637 0.0 -0.1 -0.3
F -22.543506 -5.063491 -6.925734 0.3 -0.1 0.1
C -15.178924 -3.184940 -11.345403 -0.4 0.1 0.5
C -16.391944 -3.660802 -10.546135 -0.2 0.2 -0.8
O -16.231014 -3.232901 -9.181573 0.3 0.0 0.1
C -17.259173 -3.501704 -8.394917 0.5 0.6 -0.7
O -18.324779 -3.902808 -8.773558 -1.1 -0.6 -0.2
O -16.957931 -3.201400 -7.165751 0.4 0.3 1.1
C -17.906970 -3.616415 -6.177349 -0.2 -1.1 0.4
H -15.435866 -2.944562 -12.375382 -0.1 -0.6 -0.1
H -14.415819 -3.953651 -11.258918 0.3 0.3 -0.3
H -14.828026 -2.223363 -10.964950 0.1 -0.2 0.3
H -16.507619 -4.744680 -10.549891 0.2 0.1 -0.1
H -17.322763 -3.271433 -10.959441 0.1 0.2 0.2
H -18.831530 -3.046596 -6.182295 0.2 0.3 -0.1
H -17.403573 -3.600983 -5.214388 0.1 0.5 -0.1
H -18.175996 -4.661372 -6.335276 -0.1 0.1 -0.2
C -21.491565 -0.785954 -7.420595 0.3 -0.6 0.0
C -20.219799 -0.267772 -8.023977 0.3 0.2 -0.4
O -20.161411 -0.995183 -9.231762 -0.3 0.5 0.3
C -20.887542 -2.157553 -9.030049 1.0 0.3 0.4
O -20.986689 -3.005747 -9.831059 0.0 -0.7 -0.8
O -21.360816 -2.167790 -7.782717 -1.0 0.1 0.2
F -19.115079 -0.613057 -7.283836 -0.1 0.1 0.2
H -22.335720 -0.377119 -7.977953 -0.1 0.2 0.3
H -21.590167 -0.686490 -6.346211 0.0 0.0 0.0
H -20.193063 0.811255 -8.174684 0.1 -0.1 -0.3
```
Forces are in eV/Å.

Total charge ... -1

=====

(4)
Formula: C3H2N2O
Source: the OMol25 dataset
Level of theory: ωB97M-V with the def2-TZVPD basis set

Structure (XYZ):
```
8
Properties=species:S:1:pos:R:3:forces:R:3
O 0.312763 0.657731 0.837838 0.4 -0.4 -0.2
C 0.756461 -0.167359 0.073371 -0.4 0.5 0.1
C 2.060739 -0.763950 0.234607 1.3 -0.5 0.4
N 3.095959 -1.264838 0.324931 -0.7 0.3 -0.1
C -2.982271 0.260421 -0.851180 1.5 1.2 1.3
N -2.184181 0.820392 -0.173872 -0.4 -1.1 -0.7
H -1.290729 0.976601 0.372650 -1.3 0.0 -0.7
H 0.231258 -0.518999 -0.818345 -0.4 0.0 -0.1
```
Forces are in eV/Å.

Total charge ... 0

=====

Number 1: calculated total energy -63435.030 eV. Number 2: calculated total energy -6768.200 eV. Number 3: calculated total energy -73850.702 eV. Number 4: calculated total energy -8168.283 eV.